Entry 1:
{"formula": "C25H34BrGe2N3NiO2S2", "method": "ωB97M-V with the def2-TZVPD basis set", "symbols": ["Ni", "C", "C", "Ge", "C", "C", "C", "C", "Ge", "C", "C", "C", "C", "C", "C", "C", "C", "C", "C", "H", "H", "H", "H", "H", "H", "H", "H", "H", "H", "H", "H", "H", "H", "H", "H", "H", "H", "H", "H", "H", "H", "H", "H", "H", "H", "Br", "N", "C", "C", "C", "C", "C", "C", "S", "O", "O", "N", "C", "S", "C", "C", "N", "H", "H", "H", "H", "H", "H", "H", "H"], "coordinates": [[0.742, 0.134, 1.779], [2.959, 1.394, -1.932], [2.739, 2.383, -0.857], [0.999, 2.356, 0.121], [1.053, 2.974, 1.946], [-0.322, 3.139, 2.518], [-0.365, 3.382, -0.903], [-1.496, 2.695, -1.243], [-1.133, 0.850, -0.652], [-0.736, -0.258, -2.196], [-0.843, 0.699, -3.327], [-2.631, 0.337, 0.642], [-2.707, -1.164, 0.763], [-2.648, 3.309, -1.862], [-3.832, 2.649, -1.957], [-4.941, 3.246, -2.579], [-4.834, 4.499, -3.156], [-3.655, 5.248, -3.072], [-2.562, 4.639, -2.418], [3.883, 1.487, -2.412], [2.172, 1.484, -2.657], [2.901, 0.365, -1.432], [2.799, 3.359, -1.396], [3.570, 2.354, -0.147], [1.662, 3.812, 2.017], [1.658, 2.217, 2.500], [-1.036, 3.363, 1.704], [-0.211, 4.061, 3.110], [-0.727, 2.423, 3.170], [-0.243, 4.421, -1.148], [-1.446, -1.122, -2.295], [0.182, -0.762, -2.044], [-1.877, 0.952, -3.655], [-0.254, 0.227, -4.125], [-0.377, 1.654, -3.071], [-3.481, 0.891, 0.196], [-2.551, 0.710, 1.665], [-3.044, -1.636, -0.183], [-3.476, -1.470, 1.500], [-1.790, -1.675, 0.975], [-3.914, 1.679, -1.540], [-5.911, 2.724, -2.558], [-5.648, 4.974, -3.628], [-3.535, 6.207, -3.524], [-1.627, 5.173, -2.311], [-0.183, -0.137, 3.936], [1.107, -7.689, 3.362], [1.167, -6.529, 2.590], [2.057, -6.298, 1.529], [2.091, -5.086, 0.895], [1.059, -4.187, 0.997], [0.112, -4.413, 1.997], [0.150, -5.556, 2.785], [0.900, -2.840, -0.161], [1.932, -3.153, -1.169], [-0.479, -2.748, -0.467], [1.238, -1.461, 0.586], [2.582, -1.216, 0.741], [3.994, -1.989, 0.215], [4.873, -0.666, 1.025], [4.040, 0.293, 1.446], [2.745, -0.061, 1.357], [2.011, -8.065, 3.694], [0.475, -7.561, 4.155], [2.793, -7.061, 1.500], [2.888, -4.980, 0.186], [-0.732, -3.823, 2.055], [-0.520, -5.672, 3.644], [5.913, -0.671, 0.830], [4.321, 1.186, 1.945]], "spin_multiplicity": 3, "homo_lumo_gap_ha": [0.317, 0.266]}



Entry 2:
{"formula": "C25H34F18NO13S2", "method": "ωB97M-V with the def2-TZVPD basis set", "symbols": ["C", "C", "F", "C", "S", "O", "O", "N", "S", "O", "O", "C", "C", "C", "F", "F", "C", "F", "F", "C", "F", "F", "C", "F", "F", "C", "F", "F", "C", "F", "F", "C", "F", "F", "C", "F", "F", "F", "H", "H", "H", "H", "H", "H", "H", "H", "H", "H", "C", "C", "O", "C", "O", "O", "C", "H", "H", "H", "H", "H", "H", "H", "H", "C", "C", "O", "C", "O", "O", "C", "H", "H", "H", "H", "H", "H", "H", "H", "C", "C", "O", "C", "O", "O", "C", "H", "H", "H", "H", "H", "H", "H", "H"], "coordinates": [[0.573, -1.267, 6.232], [1.257, -1.342, 4.865], [1.770, -0.088, 4.505], [0.420, -1.905, 3.728], [-1.043, -1.024, 3.153], [-0.842, 0.394, 3.311], [-1.198, -1.522, 1.798], [-2.232, -1.632, 4.030], [-3.068, -0.800, 5.098], [-3.815, -1.759, 5.885], [-2.326, 0.213, 5.808], [-4.353, 0.088, 4.172], [-4.318, 0.028, 2.641], [-4.784, 1.325, 2.029], [-6.106, 1.535, 2.336], [-4.112, 2.412, 2.496], [-4.717, 1.395, 0.478], [-5.517, 2.386, 0.035], [-5.201, 0.232, -0.021], [-3.282, 1.672, -0.090], [-2.344, 1.136, 0.698], [-3.104, 3.004, -0.113], [-3.043, 1.172, -1.556], [-2.084, 1.949, -2.101], [-4.165, 1.374, -2.266], [-2.607, -0.336, -1.722], [-3.076, -1.061, -0.709], [-3.165, -0.812, -2.855], [-1.060, -0.593, -1.811], [-0.842, -1.865, -1.439], [-0.423, 0.214, -0.960], [-0.420, -0.422, -3.237], [-1.109, 0.457, -3.992], [0.827, 0.062, -3.087], [-0.256, -1.715, -4.093], [0.696, -2.490, -3.607], [-1.372, -2.417, -4.197], [0.111, -1.306, -5.309], [-0.426, -1.704, 6.194], [1.157, -1.817, 6.975], [0.468, -0.224, 6.530], [2.132, -2.005, 4.935], [1.033, -1.979, 2.823], [0.076, -2.908, 3.992], [-4.337, 1.119, 4.534], [-5.280, -0.369, 4.522], [-3.339, -0.246, 2.242], [-5.022, -0.733, 2.289], [2.970, 0.035, -6.690], [2.765, 0.587, -8.081], [4.012, 0.739, -8.792], [4.520, -0.376, -9.303], [4.029, -1.476, -9.267], [5.696, -0.078, -9.870], [6.379, -1.200, -10.432], [3.664, 0.671, -6.138], [2.018, 0.025, -6.162], [3.366, -0.980, -6.715], [2.358, 1.595, -8.036], [2.095, -0.039, -8.670], [5.741, -1.727, -11.139], [6.692, -1.888, -9.647], [7.248, -0.791, -10.938], [-1.466, -4.735, 11.884], [-0.448, -4.934, 10.783], [-0.049, -3.688, 10.193], [0.834, -2.975, 10.888], [1.356, -3.301, 11.926], [1.053, -1.838, 10.231], [1.956, -0.935, 10.871], [-2.324, -4.177, 11.509], [-1.812, -5.704, 12.246], [-1.032, -4.190, 12.721], [-0.878, -5.494, 9.954], [0.435, -5.462, 11.142], [2.899, -1.428, 11.097], [1.517, -0.546, 11.789], [2.111, -0.129, 10.160], [2.604, 5.772, -8.698], [3.188, 5.577, -7.315], [2.167, 5.447, -6.312], [1.582, 4.250, -6.247], [1.856, 3.293, -6.930], [0.640, 4.293, -5.310], [-0.076, 3.062, -5.149], [1.928, 6.627, -8.707], [3.405, 5.954, -9.414], [2.053, 4.888, -9.015], [3.755, 6.454, -7.006], [3.843, 4.707, -7.277], [0.611, 2.242, -4.955], [-0.657, 2.850, -6.046], [-0.736, 3.201, -4.299]], "spin_multiplicity": 1, "total_charge": -1, "homo_lumo_gap_ha": 0.305}



Entry 3:
{"formula": "C25H34N3O2", "method": "ωB97M-V with the def2-TZVPD basis set", "symbols": ["C", "C", "O", "C", "O", "C", "N", "C", "C", "C", "C", "C", "C", "C", "C", "C", "C", "N", "C", "C", "C", "C", "C", "C", "C", "C", "C", "C", "N", "C", "H", "H", "H", "H", "H", "H", "H", "H", "H", "H", "H", "H", "H", "H", "H", "H", "H", "H", "H", "H", "H", "H", "H", "H", "H", "H", "H", "H", "H", "H", "H", "H", "H", "H"], "coordinates": [[0.231, 4.285, -6.145], [0.049, 4.515, -4.659], [0.539, 3.317, -3.921], [0.144, 3.231, -2.654], [-0.691, 3.923, -2.127], [0.842, 2.123, -1.804], [-0.139, 1.473, -1.050], [-0.051, 0.641, 0.319], [1.205, -0.089, 0.803], [1.222, -1.368, 1.458], [2.421, -2.031, 1.696], [3.674, -1.403, 1.408], [3.631, -0.021, 1.069], [2.430, 0.603, 0.750], [4.927, 0.696, 0.933], [6.087, -0.019, 1.596], [6.098, -1.484, 1.248], [4.835, -2.115, 1.426], [4.885, -3.567, 1.376], [-1.387, -0.112, 0.478], [-1.501, -1.495, 0.173], [-2.682, -2.164, 0.456], [-3.831, -1.476, 0.933], [-3.737, -0.071, 1.102], [-2.537, 0.596, 0.859], [-4.967, 0.679, 1.450], [-6.068, -0.152, 2.086], [-6.242, -1.482, 1.389], [-4.991, -2.158, 1.188], [-5.097, -3.585, 0.949], [-0.015, 5.179, -6.716], [1.256, 4.017, -6.408], [-0.440, 3.497, -6.500], [0.649, 5.369, -4.338], [-0.998, 4.685, -4.415], [1.138, 1.292, -2.447], [1.691, 2.530, -1.233], [0.128, 0.373, -1.115], [-0.899, 2.136, -0.565], [-0.049, 1.583, 0.942], [0.254, -1.788, 1.780], [2.346, -3.066, 2.110], [2.427, 1.676, 0.531], [4.787, 1.698, 1.335], [5.104, 0.809, -0.141], [6.002, 0.104, 2.675], [7.010, 0.453, 1.282], [6.827, -2.004, 1.862], [6.439, -1.615, 0.216], [3.893, -4.014, 1.233], [5.539, -3.887, 0.550], [5.326, -3.962, 2.304], [-0.592, -2.063, -0.090], [-2.708, -3.243, 0.273], [-2.441, 1.650, 1.157], [-4.702, 1.503, 2.109], [-5.362, 1.133, 0.533], [-7.013, 0.385, 2.056], [-5.835, -0.327, 3.137], [-6.765, -1.335, 0.430], [-6.878, -2.150, 1.973], [-4.277, -4.127, 1.442], [-6.046, -3.930, 1.377], [-5.092, -3.851, -0.123]], "smiles": "CCOC(=O)C[NH2+]C(c1ccc2c(c1)CCCN2C)c1ccc2c(c1)CCCN2C", "spin_multiplicity": 1, "total_charge": 1, "homo_lumo_gap_ha": 0.261}



Entry 4:
{"formula": "C25H35BrCl2N7OPSV", "method": "ωB97M-V with the def2-TZVPD basis set", "symbols": ["V", "O", "C", "C", "C", "N", "C", "Br", "C", "H", "H", "H", "H", "Cl", "C", "Cl", "H", "H", "C", "C", "C", "C", "N", "C", "C", "H", "H", "H", "H", "H", "H", "H", "C", "N", "C", "N", "C", "N", "C", "P", "C", "C", "H", "H", "H", "H", "H", "H", "H", "H", "H", "H", "H", "H", "H", "N", "C", "S", "N", "C", "C", "C", "C", "C", "C", "H", "H", "H", "H", "H", "H", "H", "H", "H"], "coordinates": [[0.630, -0.183, -0.053], [5.686, -3.630, 0.415], [4.522, -2.923, 0.381], [3.443, -3.254, 1.188], [2.304, -2.469, 1.076], [2.194, -1.416, 0.233], [3.246, -1.171, -0.487], [2.714, 0.240, -1.429], [4.438, -1.852, -0.490], [5.606, -4.348, 1.065], [3.467, -4.084, 1.883], [1.422, -2.671, 1.678], [5.261, -1.569, -1.131], [1.327, 0.223, 2.140], [-0.060, 0.770, 2.981], [-0.922, 0.592, 1.512], [0.019, 1.808, 3.308], [-0.390, 0.079, 3.758], [-3.788, 1.378, -4.316], [-2.740, 1.008, -3.306], [-3.126, 0.472, -1.976], [-2.166, 0.150, -1.092], [-0.788, 0.320, -1.425], [-0.421, 0.784, -2.575], [-1.433, 1.158, -3.592], [-4.807, 1.192, -3.917], [-3.653, 0.772, -5.237], [-3.700, 2.455, -4.571], [-4.171, 0.339, -1.714], [-2.436, -0.243, -0.118], [0.634, 0.901, -2.797], [-1.112, 1.547, -4.554], [-1.716, -4.922, 0.413], [-2.578, -3.774, 0.748], [-2.687, -3.653, 2.213], [-1.381, -3.514, 2.792], [-0.535, -4.646, 2.463], [-0.427, -4.762, 1.021], [0.376, -3.713, 0.421], [-0.514, -2.177, 0.735], [-2.146, -2.518, 0.096], [-0.756, -2.234, 2.521], [-1.664, -5.010, -0.680], [-2.220, -5.831, 0.767], [-3.514, -3.988, 0.394], [-3.199, -4.551, 2.584], [-3.348, -2.808, 2.444], [-0.960, -5.567, 2.884], [0.453, -4.559, 2.935], [0.509, -3.893, -0.652], [1.381, -3.696, 0.856], [-2.170, -2.679, -0.987], [-2.884, -1.746, 0.338], [-1.389, -1.411, 2.871], [0.192, -2.142, 3.063], [3.290, 2.779, 0.404], [2.055, 3.293, 0.103], [0.825, 2.210, -0.162], [2.069, 4.666, 0.128], [1.114, 5.637, -0.245], [-0.036, 5.389, -0.994], [-0.911, 6.431, -1.326], [-0.639, 7.735, -0.924], [0.513, 8.002, -0.192], [1.384, 6.960, 0.141], [3.371, 1.771, 0.325], [4.118, 3.298, 0.146], [2.879, 5.039, 0.604], [-0.283, 4.401, -1.362], [-1.805, 6.217, -1.907], [-1.320, 8.540, -1.185], [0.736, 9.018, 0.121], [2.275, 7.200, 0.715], [0.339, -1.166, -1.474]], "spin_multiplicity": 2, "total_charge": 4, "homo_lumo_gap_ha": [0.180, 0.184]}



Looking at DFT total energy for the records above, in order, we have -280827.67228; -125172.19435; -35032.59178; -179824.64766 eV.